101
Properties=species:S:1:pos:R:3:forces:R:3:nbo_charge:R:1 method="wB97M-V/def2-TZVPD" homo_lumo_gap_ev=4.09 molar_mass_g_mol=1049.34 homo_energy_ev=-0.81 total_charge=-2
Rb 0.72285 -0.08270 0.13506 -0.30 -0.85 -0.80 0.89
C -5.66709 2.79003 0.69119 0.03 0.01 0.01 -0.61
C -4.17162 2.72092 0.87471 -0.04 -0.01 -0.10 -0.14
C -3.56784 2.92287 2.11244 0.06 -0.01 0.03 -0.20
C -2.20258 2.81311 2.25541 -0.04 -0.02 -0.01 -0.27
C -1.32280 2.48354 1.18786 -0.13 0.09 0.15 0.21
N -0.02278 2.20014 1.49853 0.13 -0.10 -0.15 -0.67
C 0.72669 2.96427 2.29935 0.13 0.02 0.01 0.21
C 0.56506 4.37803 2.35682 -0.08 0.03 -0.01 -0.32
C 1.38558 5.20181 3.09748 -0.05 0.00 -0.02 -0.19
C 2.42956 4.68288 3.85111 0.07 -0.04 0.05 -0.16
C 3.35916 5.56195 4.64966 -0.01 -0.03 -0.03 -0.61
C 2.60329 3.29834 3.82331 -0.06 0.06 -0.03 -0.14
C 1.81690 2.42312 3.08327 -0.03 0.02 0.07 -0.14
C 2.08569 0.88781 3.09165 -0.11 0.01 0.18 0.15
O 2.50423 0.36789 1.93515 0.13 0.03 0.04 -0.94
C 3.18297 0.49162 4.15158 0.04 0.08 -0.11 0.96
F 4.36941 1.07368 3.87189 0.02 0.03 -0.02 -0.34
F 2.89673 0.80392 5.44300 -0.03 0.02 0.02 -0.35
F 3.44427 -0.82800 4.13807 0.00 -0.04 0.00 -0.34
C 0.73796 0.17439 3.64527 0.02 0.07 0.19 0.95
F 0.97549 -0.91643 4.43296 0.04 0.03 -0.05 -0.36
F -0.06861 -0.30618 2.67808 0.10 -0.02 0.24 -0.34
F -0.01338 0.98934 4.41117 0.01 -0.02 -0.05 -0.34
C -1.94231 2.34726 -0.09558 0.03 0.22 -0.25 -0.14
C -3.33077 2.45520 -0.19623 0.00 0.00 0.22 -0.14
C -1.13620 2.25231 -1.43541 0.18 0.02 0.17 0.14
O 0.13069 1.91969 -1.33982 0.05 0.20 -0.34 -0.90
C -1.82874 1.20754 -2.41638 -0.21 0.05 0.09 0.94
F -2.21510 0.10415 -1.72193 0.05 -0.04 -0.05 -0.36
F -2.94206 1.61978 -3.09501 0.00 0.00 0.03 -0.36
F -0.99341 0.76707 -3.36612 0.04 0.05 0.00 -0.33
C -1.21627 3.66595 -2.12349 -0.07 -0.05 0.00 0.94
F -0.54011 4.57038 -1.39796 0.03 0.02 0.03 -0.33
F -0.64624 3.64955 -3.35224 0.03 -0.01 -0.02 -0.35
F -2.45487 4.19461 -2.31212 -0.03 0.00 0.00 -0.36
H -6.15170 3.16546 1.59564 0.00 0.00 -0.01 0.19
H -6.09751 1.80768 0.47174 -0.01 0.00 0.00 0.20
H -5.94196 3.45322 -0.13386 0.00 0.00 0.00 0.20
H -4.17964 3.15194 2.98210 0.00 0.00 0.00 0.18
H -1.75248 2.93870 3.23355 0.00 0.00 0.00 0.21
H -0.23583 4.80753 1.76542 0.01 -0.01 -0.01 0.21
H 1.21069 6.27587 3.08334 0.00 0.00 0.00 0.18
H 2.92623 6.55476 4.79542 0.00 0.00 0.00 0.19
H 4.32856 5.69892 4.15646 -0.01 0.01 0.01 0.19
H 3.56142 5.14115 5.63898 0.00 0.00 0.00 0.20
H 3.40414 2.91397 4.43701 0.00 -0.03 0.00 0.19
H -3.78833 2.34853 -1.17182 -0.01 0.01 -0.01 0.19
C -1.09640 -3.65504 2.89053 0.04 0.04 0.03 -0.94
P -0.13578 -3.54596 1.32199 -0.11 0.13 0.04 0.83
C -0.76463 -5.07159 0.49555 0.08 -0.01 -0.05 -0.94
C 1.51756 -4.06997 1.91830 -0.02 -0.07 0.01 -0.36
C 1.77524 -5.34526 2.42600 0.00 0.00 -0.01 -0.21
C 3.03367 -5.68292 2.89555 0.03 0.02 0.01 -0.23
C 4.05656 -4.73966 2.87257 -0.02 -0.01 0.00 -0.22
C 3.81086 -3.47002 2.37850 -0.01 0.03 0.00 -0.20
C 2.54894 -3.13483 1.89814 0.12 -0.03 -0.05 -0.11
H -1.03157 -4.63909 3.36213 0.02 -0.01 -0.02 0.20
H -2.14240 -3.42273 2.68106 0.00 -0.01 0.01 0.22
H -0.71504 -2.90087 3.58014 -0.01 0.00 -0.01 0.26
H -0.78115 -5.95340 1.14005 0.02 0.01 0.02 0.20
H -0.15495 -5.28234 -0.38503 -0.01 0.00 0.00 0.23
H -1.78340 -4.87431 0.15515 0.00 0.00 0.01 0.22
H 0.98114 -6.08335 2.45746 0.01 -0.01 0.01 0.19
H 3.21930 -6.67754 3.28478 -0.01 0.00 0.00 0.19
H 5.04066 -4.99884 3.24500 0.00 0.01 0.00 0.20
H 4.58878 -2.71788 2.36532 0.00 -0.01 0.01 0.23
H 2.40804 -2.12793 1.51960 -0.12 0.02 0.09 0.24
S -1.45877 -4.59051 -5.72369 -0.04 0.04 0.10 0.26
C -0.81916 -3.71961 -4.30605 0.10 0.01 -0.13 -0.14
C 0.52707 -3.39322 -4.26435 -0.01 -0.04 0.05 -0.27
C 1.00986 -2.72893 -3.14132 -0.02 0.07 -0.08 0.06
N 0.23420 -2.37665 -2.12403 0.00 0.04 0.17 -0.41
C -1.05801 -2.68553 -2.18048 0.05 -0.06 -0.02 0.06
C -1.63315 -3.37024 -3.23816 -0.05 0.03 -0.02 -0.28
C -2.92341 -3.63334 -6.02373 -0.04 -0.04 0.01 -0.14
C -2.87378 -2.25783 -6.21504 0.00 -0.04 0.08 -0.26
C -4.05842 -1.58385 -6.45812 -0.06 0.05 -0.02 0.04
N -5.25098 -2.17726 -6.54684 0.06 -0.02 0.03 -0.42
C -5.28046 -3.49244 -6.36013 -0.04 -0.01 -0.02 0.03
C -4.15866 -4.26248 -6.08720 0.03 0.02 -0.11 -0.28
H 1.18575 -3.63035 -5.08913 0.00 0.01 0.00 0.22
H 2.04857 -2.42153 -3.07382 -0.01 -0.01 0.00 0.23
H -1.66266 -2.37262 -1.33670 0.00 0.00 0.00 0.21
H -2.69137 -3.59709 -3.23743 0.01 0.00 0.00 0.22
H -1.93763 -1.71963 -6.14870 0.00 0.01 0.00 0.24
H -4.04991 -0.50786 -6.58960 0.01 -0.01 0.00 0.20
H -6.25778 -3.96158 -6.41778 0.01 0.00 -0.01 0.18
H -4.24315 -5.32852 -5.92482 -0.01 0.00 0.02 0.22
S 3.87167 -0.54360 -2.15318 0.06 -0.22 -0.08 -0.41
C 3.40065 1.06767 -1.93259 -0.01 0.10 0.19 0.11
N 3.23289 1.54290 -0.66684 -0.04 0.05 0.13 -0.52
C 2.84660 2.79494 -0.35157 -0.01 0.00 0.04 0.12
C 2.63877 3.71719 -1.33126 -0.03 0.01 0.03 -0.28
C 2.78108 3.29214 -2.65791 0.03 -0.11 -0.05 -0.11
C 3.15447 2.00595 -2.95756 -0.03 0.14 0.05 -0.28
H 3.32663 0.90624 0.13162 0.05 -0.02 0.09 0.48
H 2.69793 2.96318 0.70709 -0.02 0.08 -0.02 0.25
H 2.28847 4.70487 -1.07493 -0.01 -0.01 -0.01 0.23
H 2.56242 3.97964 -3.46651 0.00 0.01 0.01 0.21
H 3.23751 1.66592 -3.97874 0.02 -0.02 0.00 0.22